# C61H135N5O22V

C61H135N5O22V as an isolated structure (ωB97M-V with the def2-TZVPD basis set, the Open Molecules 2025 dataset).

The geometry in XYZ format:
```
224
Properties=species:S:1:pos:R:3:lowdin_charge:R:1
O -12.39007 -21.15428 13.20208 -0.310
V -12.58019 -19.84495 14.07596 1.001
C -15.71359 -21.41159 14.46250 0.007
C -15.52489 -19.82799 14.55227 -0.651
O -14.45129 -19.27890 14.06677 -0.148
O -16.31649 -19.20144 15.21955 0.015
H -16.76559 -21.65716 14.50494 0.057
H -15.13379 -21.73556 15.33791 0.072
H -15.24183 -21.85319 13.59191 0.053
C -12.74476 -16.00597 13.92707 0.020
C -12.62141 -17.08778 12.81518 -0.701
O -12.97043 -16.85184 11.67533 0.028
O -12.02352 -18.16090 13.11561 -0.131
H -13.57401 -15.40648 13.66354 0.060
H -11.81558 -15.42366 14.04648 0.056
H -12.83786 -16.46683 14.90110 0.047
C -13.58783 -18.70891 17.20733 0.010
C -12.61773 -19.92370 16.95644 -0.690
O -11.83781 -20.19558 17.87782 -0.008
O -12.67539 -20.54804 15.89092 -0.099
H -14.57323 -18.90661 16.76238 0.046
H -13.21706 -17.80107 16.65687 0.063
H -13.82203 -18.43451 18.26516 0.080
C -9.47196 -21.45100 15.60219 0.019
C -9.90536 -20.84848 14.27536 -0.624
O -9.63932 -21.40069 13.22672 0.037
O -10.56448 -19.70824 14.38512 -0.194
H -9.53761 -22.51595 15.55004 0.044
H -10.02009 -21.08452 16.44418 0.057
H -8.49093 -21.04018 15.83292 0.074
C -5.09022 -18.55012 14.37260 -0.209
C -6.52424 -18.97311 14.79450 -0.264
O -6.83673 -18.30175 15.97330 -0.077
O -4.13211 -18.88542 15.37645 -0.089
H -5.02936 -17.43524 14.31786 0.115
H -4.67514 -18.95382 13.40560 0.129
H -6.50372 -20.04210 14.99111 0.079
H -7.30146 -18.91560 13.96010 0.138
H -7.79838 -18.13602 16.04914 0.038
H -4.35022 -18.41949 16.17633 0.082
C -11.69092 -17.07684 8.25539 -0.243
C -12.38493 -18.45296 8.24913 -0.192
O -11.73849 -19.21858 7.18012 -0.135
O -11.55812 -16.68766 6.88547 -0.099
H -10.76295 -17.17298 8.80943 0.087
H -12.24170 -16.34850 8.84691 0.108
H -13.43035 -18.40193 7.86305 0.132
H -12.21556 -18.85663 9.22278 0.105
H -11.95802 -20.15428 7.39470 0.040
H -11.32993 -17.51917 6.39019 0.082
C -12.72998 -27.38812 17.85199 -0.042
C -11.24712 -27.19110 17.65071 -0.548
C -10.95458 -26.85149 16.21557 -0.159
C -11.37779 -25.46055 15.85911 -0.155
C -10.82777 -24.33753 16.83841 -0.106
C -11.10491 -24.64646 18.29620 -0.539
N -10.66707 -26.11838 18.50840 -0.033
O -11.05636 -26.35473 19.87857 -0.069
C -10.20057 -23.81199 19.13404 -0.040
C -12.49629 -24.28545 18.63981 -0.040
C -10.49361 -28.47010 18.06831 -0.040
H -13.37722 -26.83193 17.18049 0.072
H -13.18956 -27.22060 18.83547 0.081
H -12.88830 -28.51357 17.65892 0.104
H -9.86415 -26.90841 16.06212 0.127
H -11.58786 -27.54079 15.72026 0.109
H -12.45798 -25.35986 15.87164 0.095
H -11.01981 -25.19779 14.84220 0.118
H -11.11867 -23.34873 16.43117 0.121
H -9.67184 -24.43923 16.81591 0.116
H -10.43082 -23.98317 20.19167 0.093
H -9.15845 -24.01882 18.89093 0.062
H -10.39797 -22.77326 18.91907 0.086
H -12.48385 -23.22278 18.95611 0.100
H -13.23153 -24.45111 17.86098 0.076
H -12.94635 -24.85654 19.50981 0.099
H -10.75447 -28.60827 19.09937 0.064
H -9.43140 -28.40421 17.90468 0.074
H -10.85121 -29.37915 17.53724 0.088
H -10.27536 -26.65744 20.34631 0.095
C -4.07302 -24.33013 15.06456 -0.024
C -5.40449 -23.53937 15.05573 -0.482
C -6.50701 -24.54997 15.36698 -0.150
C -6.64559 -24.91928 16.82105 -0.201
C -6.84234 -23.66554 17.58786 -0.149
C -5.64249 -22.69206 17.40239 -0.517
N -5.54055 -22.40476 16.01190 -0.066
O -4.35599 -21.62042 15.90751 -0.039
C -5.90676 -21.42070 18.13625 -0.030
C -4.40084 -23.33330 18.09150 -0.025
C -5.72659 -22.87407 13.69935 -0.024
H -3.86724 -24.86879 16.01064 0.059
H -3.23333 -23.62380 14.86883 0.090
H -4.19522 -25.13452 14.29636 0.086
H -7.45176 -24.04367 15.06520 0.126
H -6.31476 -25.44901 14.77293 0.114
H -5.84438 -25.56479 17.14030 0.101
H -7.60275 -25.51752 16.87207 0.114
H -6.93968 -23.85923 18.69633 0.135
H -7.74779 -23.16925 17.20147 0.106
H -5.07018 -20.95307 18.61625 0.086
H -6.32858 -20.69876 17.48674 0.071
H -6.69612 -21.55929 18.85086 0.058
H -4.47703 -23.32401 19.17310 0.080
H -4.08871 -24.32435 17.78617 0.053
H -3.61011 -22.62451 18.00453 0.066
H -6.70632 -22.41102 13.73559 0.077
H -5.72736 -23.51157 12.81436 0.078
H -5.01688 -22.10389 13.53806 0.065
H -4.56631 -20.77569 15.46706 0.059
C -8.28174 -19.25745 9.86480 -0.006
C -6.87048 -19.86031 9.66990 -0.529
C -6.51071 -20.80187 10.80450 -0.122
C -7.39187 -22.06482 10.64660 -0.164
C -6.96254 -22.73496 9.32880 -0.118
C -7.22121 -21.84008 8.07558 -0.496
N -6.56929 -20.52310 8.36685 -0.033
O -6.92715 -19.59543 7.27968 -0.066
C -6.44048 -22.29870 6.87148 -0.062
C -8.70720 -21.75739 7.65183 -0.017
C -5.97546 -18.65312 9.73622 -0.060
H -8.46677 -18.41809 9.16379 0.073
H -8.32131 -18.83965 10.90793 0.107
H -9.02746 -20.09075 9.78863 0.072
H -5.42437 -21.09010 10.84009 0.140
H -6.83689 -20.33451 11.72439 0.101
H -8.43179 -21.83495 10.61447 0.067
H -7.20700 -22.75621 11.47658 0.088
H -7.52339 -23.68283 9.25581 0.110
H -5.91149 -23.00520 9.44858 0.106
H -6.91141 -23.13337 6.34497 0.075
H -6.35088 -21.41551 6.24242 0.070
H -5.37157 -22.61080 7.09756 0.098
H -9.37484 -21.43709 8.48653 0.060
H -8.84911 -21.01307 6.82692 0.099
H -9.08456 -22.68497 7.29707 0.066
H -6.23878 -17.89686 8.94907 0.091
H -4.95473 -18.78980 9.45834 0.074
H -6.07629 -18.17116 10.69631 0.072
H -7.72479 -19.11231 7.54351 0.071
C -5.61664 -26.58108 8.62530 -0.057
C -6.15651 -27.74930 9.34432 -0.545
C -5.44446 -27.74201 10.73404 -0.143
C -6.04641 -28.53016 11.86632 -0.175
C -7.48856 -28.00718 12.00944 -0.135
C -8.26773 -28.11256 10.69692 -0.525
N -7.54398 -27.41156 9.60817 -0.077
O -8.25559 -27.59306 8.38018 -0.055
C -8.77956 -29.51151 10.35977 -0.025
C -9.47348 -27.24603 10.93630 -0.061
C -5.95254 -29.11669 8.64285 -0.008
H -5.98356 -26.46753 7.61874 0.074
H -4.53108 -26.54098 8.41613 0.101
H -5.91313 -25.67726 9.17376 0.082
H -4.38938 -28.09004 10.46451 0.137
H -5.38372 -26.68240 11.03721 0.119
H -5.47542 -28.57735 12.79220 0.107
H -6.10676 -29.59766 11.60395 0.102
H -7.54789 -26.98318 12.37984 0.109
H -8.02393 -28.58443 12.81315 0.138
H -9.73372 -29.62912 10.82888 0.074
H -8.94483 -29.51579 9.27162 0.085
H -8.04340 -30.29642 10.52328 0.067
H -9.12670 -26.25401 11.29663 0.090
H -10.16345 -27.14106 10.10634 0.087
H -10.02893 -27.58775 11.81635 0.088
H -6.51286 -29.86335 9.22674 0.062
H -4.91604 -29.46091 8.59186 0.083
H -6.40869 -29.08556 7.67329 0.068
H -8.33004 -26.76305 7.84185 0.129
C -7.67934 -12.41985 14.05068 -0.073
C -7.69896 -13.68665 13.36337 -0.542
C -8.39716 -14.70517 14.19642 -0.155
C -8.66562 -15.96760 13.44540 -0.183
C -9.52728 -15.75261 12.23667 -0.119
C -9.01648 -14.68579 11.29572 -0.506
N -8.57891 -13.51269 12.12008 -0.035
O -8.02039 -12.41483 11.27877 -0.051
C -7.88989 -15.22873 10.36110 -0.027
C -10.06397 -14.18062 10.34013 -0.039
C -6.26914 -14.14385 12.96324 -0.012
H -7.00598 -11.75043 13.52434 0.079
H -7.23895 -12.42102 15.07644 0.109
H -8.64247 -11.97424 14.03640 0.081
H -7.82278 -14.88546 15.15487 0.145
H -9.43251 -14.46106 14.56391 0.131
H -9.18053 -16.66493 14.07733 0.088
H -7.74217 -16.46222 13.15432 0.100
H -10.44628 -15.29991 12.49024 0.084
H -9.78652 -16.68755 11.70598 0.143
H -7.41881 -14.44352 9.73370 0.087
H -7.07909 -15.70095 10.98562 0.066
H -8.23576 -15.97917 9.65847 0.061
H -10.46745 -15.01953 9.73709 0.082
H -10.79317 -13.58605 10.86664 0.083
H -9.69258 -13.43175 9.61377 0.085
H -5.94022 -13.44001 12.21492 0.075
H -6.17189 -15.16736 12.61295 0.051
H -5.62324 -14.07851 13.86347 0.092
H -8.65605 -11.74192 11.55400 0.090
C -13.77249 -21.61232 8.81457 -0.148
O -12.46149 -21.62419 8.24895 -0.165
H -14.55469 -21.55527 8.04612 0.081
H -14.05211 -22.43769 9.44498 0.064
H -13.97719 -20.75077 9.43925 0.075
H -11.81134 -21.67288 9.03128 0.068
C -8.09356 -19.46338 19.87819 -0.138
O -7.23201 -19.52395 21.03985 -0.145
H -7.73210 -18.79124 19.09314 0.074
H -8.38571 -20.46985 19.45704 0.085
H -8.94549 -18.94315 20.28239 0.071
H -6.40167 -19.98515 20.88030 0.052
C -10.06061 -16.79046 16.61664 -0.128
O -9.49519 -18.04056 16.29609 -0.161
H -10.36473 -16.18335 15.71069 0.066
H -11.00552 -17.03033 17.15156 0.080
H -9.39243 -16.21096 17.24300 0.080
H -9.89883 -18.56399 15.54159 0.072
C -10.95655 -23.28107 10.77557 -0.113
O -10.82230 -21.87478 10.44053 -0.165
H -10.35248 -23.92797 10.09341 0.077
H -10.45647 -23.41887 11.76146 0.084
H -11.97925 -23.69055 10.76752 0.081
H -10.97672 -21.45296 11.29561 0.056
```

**E**: -5278.23551 a.u.
**Total charge**: -2
**HOMO energy (spin up / spin down)**: -4.083 / -4.613 eV
**Expectation value of S²**: 0.76
**2S+1**: 2
**HOMO-LUMO gap (spin up / spin down)**: 7.2 / 7.7 eV